No. 1
Entry from the OMol25 dataset: a structure of composition C44H49N3O4P2Y (the ωB97M-V functional and the def2-TZVPD basis).

Last column: Löwdin charge in e.
Element x y z (Å)
Y1 0.585 0.072 0.835  1.357
O1 5.272 0.198 1.272  0.056
C1 5.526 -0.933 0.554  -0.262
C2 6.831 -1.223 0.160  -0.020
C3 7.121 -2.369 -0.556  -0.072
C4 6.106 -3.257 -0.888  -0.080
C5 4.815 -2.975 -0.491  -0.037
C6 4.493 -1.816 0.224  -0.093
C7 3.072 -1.579 0.571  -0.456
O2 2.718 -0.353 0.829  -0.224
N1 2.270 -2.606 0.625  0.072
N2 1.022 -2.182 1.112  -0.095
C8 0.429 -3.035 1.871  -0.054
C9 -0.643 -2.714 2.787  -0.148
C10 -1.355 -3.777 3.365  -0.040
C11 -2.237 -3.570 4.401  -0.086
C12 -2.375 -2.284 4.923  -0.075
C13 -1.679 -1.219 4.390  -0.035
C14 -0.830 -1.396 3.288  -0.351
O3 -0.207 -0.362 2.758  -0.256
H1 6.117 0.610 1.487  0.112
H2 7.625 -0.535 0.427  0.117
H3 8.143 -2.568 -0.850  0.110
H4 6.324 -4.158 -1.442  0.105
H5 4.010 -3.658 -0.727  0.109
H6 0.844 -4.042 1.916  0.137
H7 -1.188 -4.781 2.992  0.116
H8 -2.783 -4.397 4.832  0.103
H9 -3.034 -2.120 5.767  0.109
H10 -1.783 -0.223 4.798  0.119
C15 0.049 3.971 2.288  -0.046
C16 1.343 3.676 1.539  -0.376
C17 2.175 2.617 2.248  -0.052
C18 1.092 3.329 0.065  -0.264
C19 0.635 4.536 -0.764  -0.056
O4 -0.635 4.134 -1.300  0.010
C20 -0.876 2.875 -0.910  -0.326
N3 0.002 2.339 -0.140  0.057
C21 -2.110 2.318 -1.529  -0.164
C22 -2.560 2.997 -2.667  -0.011
C23 -3.664 2.558 -3.377  -0.043
C24 -4.352 1.436 -2.952  -0.040
C25 -3.931 0.767 -1.813  -0.055
C26 -2.817 1.184 -1.091  -0.294
P1 -2.383 0.269 0.425  1.080
C27 -3.026 -1.403 0.117  -0.376
C28 -2.158 -2.236 -0.593  -0.120
C29 -2.497 -3.550 -0.867  -0.064
C30 -3.708 -4.057 -0.415  -0.064
C31 -4.578 -3.239 0.287  -0.060
C32 -4.245 -1.917 0.548  -0.085
C33 -3.382 1.099 1.695  -0.331
C34 -3.528 2.486 1.645  -0.090
C35 -4.197 3.160 2.653  -0.069
C36 -4.734 2.459 3.724  -0.068
C37 -4.583 1.083 3.787  -0.064
C38 -3.905 0.406 2.784  -0.107
H11 0.261 4.374 3.278  0.092
H12 -0.545 3.063 2.423  0.074
H13 -0.576 4.698 1.764  0.084
H14 1.952 4.587 1.509  0.147
H15 1.622 1.682 2.421  0.039
H16 2.428 2.929 3.261  0.101
H17 3.090 2.358 1.714  0.086
H18 2.009 2.899 -0.353  0.136
H19 1.293 4.767 -1.600  0.136
H20 0.479 5.433 -0.165  0.132
H21 -2.029 3.872 -3.006  0.124
H22 -3.982 3.097 -4.259  0.116
H23 -5.219 1.084 -3.494  0.116
H24 -4.482 -0.102 -1.480  0.106
H25 -1.195 -1.860 -0.934  0.062
H26 -1.809 -4.179 -1.417  0.110
H27 -3.971 -5.088 -0.612  0.111
H28 -5.527 -3.627 0.633  0.112
H29 -4.955 -1.288 1.067  0.106
H30 -3.133 3.058 0.814  0.097
H31 -4.306 4.235 2.597  0.109
H32 -5.265 2.985 4.506  0.110
H33 -4.988 0.527 4.622  0.113
H34 -3.760 -0.661 2.877  0.089
C39 0.151 0.007 -4.911  -0.129
C40 -0.171 0.156 -3.427  -0.413
P2 1.169 -0.282 -2.244  0.940
C41 2.522 0.814 -2.846  -0.395
C42 3.786 0.871 -1.996  -0.135
C43 1.586 -2.019 -2.732  -0.385
C44 2.804 -2.218 -3.629  -0.135
H35 -0.745 0.157 -5.514  0.076
H36 0.537 -0.986 -5.145  0.063
H37 0.890 0.738 -5.239  0.070
H38 -1.036 -0.461 -3.163  0.070
H39 -0.469 1.184 -3.209  0.054
H40 2.060 1.807 -2.913  0.076
H41 2.766 0.537 -3.874  0.073
H42 3.568 1.025 -0.939  0.039
H43 4.434 1.677 -2.342  0.082
H44 4.356 -0.056 -2.064  0.063
H45 0.687 -2.412 -3.218  0.076
H46 1.714 -2.585 -1.807  0.041
H47 2.723 -1.666 -4.566  0.063
H48 2.915 -3.273 -3.878  0.081
H49 3.721 -1.905 -3.130  0.056

## Properties
LUMO	-2.68	eV
HOMO	-10.0	eV
net charge	+1

***

No. 2
Entry from the OMol25 dataset: a structure of composition C44H50Cl3N2O8SeTl at a distorted geometry (the ωB97M-V functional and the def2-TZVPD basis).

Last column: Löwdin charge in e.
Element x y z (Å)
Tl1 0.009 -0.222 0.328  0.965
C1 -6.777 -0.361 4.263  -0.042
C2 -5.424 0.160 4.764  -0.561
C3 -5.531 1.675 4.944  -0.066
C4 -5.094 -0.463 6.126  -0.045
C5 -4.365 -0.227 3.746  -0.183
C6 -3.660 0.685 2.990  -0.069
C7 -2.759 0.243 2.030  -0.364
Se1 -1.796 1.561 0.999  1.227
C8 -2.707 1.368 -0.697  -0.352
C9 -3.860 2.131 -0.831  -0.075
C10 -4.658 2.011 -1.953  -0.182
C11 -4.316 1.012 -2.863  0.028
C12 -3.178 0.239 -2.764  -0.080
C13 -2.253 0.481 -1.701  -0.374
O1 -1.070 -0.051 -1.691  -0.196
C14 -2.916 -0.914 -3.726  -0.527
C15 -1.588 -0.721 -4.467  -0.038
C16 -4.025 -1.073 -4.774  -0.065
C17 -2.869 -2.203 -2.893  -0.028
C18 -5.843 2.941 -2.158  -0.559
C19 -5.309 4.376 -2.284  -0.047
C20 -6.792 2.842 -0.958  -0.045
C21 -6.643 2.620 -3.424  -0.064
C22 -2.489 -1.125 1.795  -0.369
O2 -1.657 -1.529 0.886  -0.175
C23 -3.206 -2.058 2.599  -0.078
C24 -4.114 -1.583 3.518  0.025
C25 -2.959 -3.549 2.414  -0.529
C26 -1.510 -3.858 2.812  -0.026
C27 -3.193 -3.934 0.949  -0.037
C28 -3.885 -4.420 3.273  -0.066
H1 -7.569 -0.080 4.954  0.082
H2 -6.772 -1.444 4.166  0.077
H3 -6.999 0.062 3.286  0.089
H4 -6.288 1.899 5.693  0.082
H5 -5.822 2.155 4.014  0.080
H6 -4.585 2.093 5.281  0.086
H7 -5.831 -0.156 6.866  0.081
H8 -4.112 -0.137 6.461  0.090
H9 -5.095 -1.548 6.082  0.074
H10 -3.792 1.750 3.108  0.093
H11 -4.106 2.828 -0.041  0.100
H12 -4.988 0.819 -3.680  0.084
H13 -1.595 0.208 -5.036  0.085
H14 -1.428 -1.550 -5.154  0.082
H15 -0.766 -0.691 -3.759  0.066
H16 -4.097 -0.197 -5.417  0.084
H17 -4.990 -1.253 -4.305  0.085
H18 -3.797 -1.932 -5.401  0.083
H19 -2.086 -2.144 -2.143  0.075
H20 -2.673 -3.060 -3.533  0.085
H21 -3.823 -2.356 -2.390  0.093
H22 -4.783 4.678 -1.383  0.076
H23 -6.128 5.073 -2.454  0.081
H24 -4.618 4.448 -3.122  0.086
H25 -6.290 3.124 -0.037  0.072
H26 -7.152 1.821 -0.854  0.091
H27 -7.648 3.501 -1.098  0.082
H28 -6.024 2.707 -4.314  0.084
H29 -7.468 3.324 -3.518  0.083
H30 -7.063 1.618 -3.377  0.087
H31 -4.665 -2.298 4.103  0.093
H32 -0.816 -3.272 2.217  0.072
H33 -1.298 -4.913 2.654  0.086
H34 -1.352 -3.625 3.863  0.091
H35 -2.465 -3.445 0.311  0.069
H36 -4.191 -3.632 0.633  0.092
H37 -3.102 -5.011 0.828  0.083
H38 -3.735 -4.244 4.336  0.081
H39 -3.659 -5.466 3.074  0.082
H40 -4.931 -4.250 3.028  0.085
O3 0.071 2.259 -3.408  0.147
C29 0.462 1.893 -2.188  -0.473
O4 0.021 2.388 -1.178  0.033
C30 1.625 0.946 -2.238  -0.140
C31 2.647 1.087 -3.174  0.042
C32 3.727 0.221 -3.103  -0.008
C33 3.724 -0.801 -2.165  0.041
C34 2.632 -0.909 -1.311  -0.150
N1 1.654 -0.023 -1.340  0.128
C35 2.382 -2.070 -0.379  -0.497
O5 3.384 -2.919 -0.182  0.143
O6 1.253 -2.338 -0.029  0.089
H41 -0.700 2.847 -3.349  0.152
H42 2.583 1.859 -3.921  0.125
H43 4.563 0.329 -3.779  0.119
H44 4.541 -1.503 -2.116  0.123
H45 4.236 -2.464 -0.235  0.123
Cl1 4.873 -0.723 3.432  0.610
C36 3.231 -1.355 3.461  -1.517
Cl2 3.273 -3.123 3.345  0.637
Cl3 2.433 -0.868 4.943  0.627
C37 2.457 -0.877 2.192  -0.829
O7 3.142 -0.753 1.175  -0.049
O8 1.240 -0.734 2.341  -0.063
N2 1.578 1.634 0.949  0.194
C38 1.767 2.655 1.437  -0.084
C39 1.944 3.952 1.949  -0.203
C40 1.134 4.968 1.429  -0.009
C41 1.288 6.259 1.893  -0.065
C42 2.233 6.541 2.869  -0.067
C43 3.036 5.532 3.382  -0.066
C44 2.898 4.234 2.927  -0.012
H46 0.399 4.725 0.676  0.118
H47 0.670 7.050 1.492  0.109
H48 2.346 7.553 3.231  0.107
H49 3.772 5.760 4.139  0.109
H50 3.516 3.443 3.323  0.123

## Properties
LUMO	-0.65	eV
HOMO	-7.3	eV
net charge	0

***

No. 3
Entry from the OMol25 dataset: a structure of composition C44H50N3ORuSSi at a distorted geometry (the ωB97M-V functional and the def2-TZVPD basis).

Last column: Löwdin charge in e.
Element x y z (Å)
Ru1 -0.392 0.046 -0.051  1.319
C1 1.018 -0.060 2.367  -0.084
C2 -0.388 -0.165 2.537  -0.103
C3 -0.846 -1.250 1.765  -0.214
C4 0.290 -1.786 1.057  -0.211
C5 1.436 -1.049 1.477  -0.083
H1 1.665 0.653 2.857  0.113
H2 -0.994 0.423 3.208  0.108
H3 -1.810 -1.717 1.871  0.097
H4 0.320 -2.749 0.572  0.113
H5 2.455 -1.244 1.183  0.124
C6 -2.218 0.642 -5.051  -0.064
C7 -1.001 0.916 -4.443  -0.060
C8 -0.675 0.337 -3.229  -0.076
C9 -1.572 -0.535 -2.607  -0.364
C10 -2.795 -0.816 -3.231  -0.040
C11 -3.116 -0.222 -4.438  -0.061
N1 -1.275 -1.158 -1.364  -0.089
C12 -1.404 -2.567 -1.407  -0.316
C13 -0.796 -3.271 -2.456  -0.010
C14 -0.918 -4.643 -2.547  -0.057
C15 -1.665 -5.342 -1.607  -0.067
C16 -2.271 -4.654 -0.567  -0.065
C17 -2.139 -3.279 -0.460  -0.049
H6 -2.461 1.089 -6.005  0.111
H7 -0.293 1.574 -4.929  0.114
H8 0.288 0.527 -2.766  0.100
H9 -3.484 -1.501 -2.751  0.122
H10 -4.063 -0.451 -4.909  0.112
H11 -0.210 -2.723 -3.182  0.125
H12 -0.427 -5.170 -3.354  0.114
H13 -1.774 -6.415 -1.685  0.111
H14 -2.856 -5.192 0.167  0.111
H15 -2.632 -2.752 0.346  0.094
C18 -2.227 6.082 -0.817  -0.091
C19 -3.666 5.710 -0.456  -0.240
C20 -3.831 5.334 1.017  -0.178
C21 -3.115 4.042 1.389  -0.194
N2 -3.790 2.880 0.801  0.063
C22 -3.245 1.938 0.048  -0.685
S1 -1.639 2.120 -0.552  0.798
N3 -3.957 0.861 -0.292  0.023
C23 -5.371 0.657 -0.009  -0.177
C24 -6.281 1.444 -0.954  -0.197
C25 -7.763 1.169 -0.699  -0.254
C26 -8.213 1.521 0.720  -0.106
H16 -2.181 6.491 -1.826  0.078
H17 -1.561 5.217 -0.781  0.046
H18 -1.841 6.837 -0.129  0.070
H19 -3.998 4.882 -1.091  0.099
H20 -4.321 6.558 -0.664  0.109
H21 -4.896 5.239 1.260  0.112
H22 -3.425 6.132 1.643  0.107
H23 -3.092 3.920 2.475  0.111
H24 -2.090 4.062 1.038  0.049
H25 -4.767 2.789 1.040  0.135
H26 -3.522 0.264 -0.978  0.087
H27 -5.567 0.924 1.032  0.114
H28 -5.576 -0.409 -0.110  0.134
H29 -6.029 1.169 -1.982  0.116
H30 -6.088 2.516 -0.851  0.109
H31 -7.975 0.114 -0.896  0.111
H32 -8.344 1.752 -1.414  0.110
H33 -7.859 0.792 1.450  0.069
H34 -9.300 1.539 0.780  0.076
H35 -7.849 2.510 1.011  0.075
O1 0.981 1.668 0.211  -0.494
Si1 1.481 3.075 0.731  0.429
C27 0.285 4.091 1.809  -0.234
C28 0.103 5.457 1.583  -0.090
C29 -0.691 6.228 2.423  -0.083
C30 -1.315 5.652 3.520  -0.091
C31 -1.145 4.297 3.767  -0.107
C32 -0.364 3.531 2.913  -0.119
C33 3.077 2.893 1.775  -0.241
C34 4.224 2.381 1.173  -0.097
C35 5.408 2.268 1.891  -0.083
C36 5.455 2.666 3.220  -0.088
C37 4.318 3.167 3.832  -0.082
C38 3.132 3.282 3.113  -0.097
C39 1.994 4.202 -0.710  -0.235
C40 1.464 4.008 -1.984  -0.099
C41 1.777 4.879 -3.022  -0.087
C42 2.623 5.953 -2.792  -0.087
C43 3.161 6.154 -1.527  -0.076
C44 2.854 5.278 -0.495  -0.100
H36 0.591 5.933 0.742  0.099
H37 -0.809 7.286 2.222  0.112
H38 -1.921 6.257 4.182  0.112
H39 -1.609 3.839 4.632  0.111
H40 -0.239 2.474 3.123  0.080
H41 4.198 2.077 0.132  0.107
H42 6.294 1.876 1.407  0.103
H43 6.382 2.594 3.775  0.104
H44 4.347 3.478 4.870  0.103
H45 2.258 3.691 3.604  0.091
H46 0.797 3.171 -2.165  0.069
H47 1.360 4.719 -4.009  0.099
H48 2.872 6.630 -3.599  0.103
H49 3.822 6.992 -1.344  0.105
H50 3.291 5.432 0.486  0.110

## Properties
multiplicity	5
LUMO (alpha / beta)	-3.80 / -4.73	eV
HOMO (alpha / beta)	-10.7 / -10.7	eV
net charge	+1

***

One value per record, in order, for electronic energy: -78704.254 -173408.011 -74246.721 eV.